Density functional theory data (wB97M-V/def2-TZVPD) for a cluster of 2 separate species, C5H12O in total in a non-equilibrium geometry.

```
18
Properties=species:S:1:pos:R:3:forces:R:3:lowdin_charge:R:1
C -1.0142 -1.5722 1.1243 -0.130 -0.090 -0.007 -0.10
C -1.1034 -0.1847 0.5491 -0.494 -0.103 -0.549 -0.17
C -0.5912 0.1324 -0.6462 -0.847 0.106 0.110 -0.49
C -0.5109 1.5236 -1.2013 -0.219 0.020 -0.035 -0.03
O -0.0189 -0.7810 -1.4733 -0.007 -0.226 0.084 0.05
H -1.6490 -2.2698 0.5640 0.062 -0.093 0.122 0.08
H -1.3454 -1.6030 2.1656 0.004 0.051 -0.174 0.07
H 0.0136 -1.9750 1.1154 -0.180 0.190 -0.067 0.08
H -1.6130 0.5996 1.0952 0.194 -0.028 0.102 0.11
H -0.3060 2.2601 -0.4162 -0.123 -0.219 -0.129 0.09
H -1.4737 1.7496 -1.6593 0.046 0.244 -0.129 0.08
H 0.2709 1.6111 -1.9634 -0.198 -0.163 0.171 0.09
H -0.1484 -1.6601 -1.0923 0.068 0.055 -0.107 0.10
C 1.9369 0.4424 0.3615 0.229 0.028 0.400 -0.05
H 0.8707 0.3398 0.6451 1.405 0.188 -0.395 0.00
H 2.3130 1.3086 0.9002 0.364 -0.044 0.111 0.03
H 2.1301 0.5852 -0.7107 -0.398 -0.051 0.373 0.04
H 2.4485 -0.4699 0.6687 0.226 0.137 0.119 0.03
```
Positions in Å, forces in eV/Å.

Values from the calculation:
* SMILES: C/C=C(/C)O.C
* net charge: 0
* LUMO: 0.89 eV
* Kohn-Sham gap: 9.16 eV